119
Properties=species:S:1:pos:R:3:lowdin_charge:R:1 method="wB97M-V/def2-TZVPD" homo_lumo_gap_ev=8.89 spin_multiplicity=1 charge=0 largest_force_ev_per_a=2.48 homo_ev=-9.2 lumo_ev=-0.3288
S 10.5239 23.9231 -14.1661 0.608
P 10.6539 14.8069 -8.9781 0.166
F 9.6463 16.0851 -8.7323 -0.205
F 9.2695 13.9920 -9.4109 -0.209
F 10.3078 14.3329 -7.4526 -0.173
F 11.9168 15.6634 -8.4952 -0.149
F 10.8708 15.2803 -10.4981 -0.156
F 11.5539 13.5184 -9.2021 -0.128
O 13.2447 19.3777 -15.3556 0.039
O 4.3662 22.9414 -16.4402 0.005
O 12.3970 20.4448 -10.4912 -0.211
O 5.6235 16.2650 -11.8843 -0.029
O 1.7786 20.8981 -12.3073 0.008
O 12.0594 24.1925 -14.5292 -0.168
O 5.6200 17.2323 -8.5215 0.010
O 7.5575 25.1191 -19.8827 -0.137
O 9.3833 18.8001 -14.4802 0.003
O 9.6519 19.8826 -7.8038 0.005
O 10.9235 23.2274 -12.7448 -0.214
O 9.8631 25.1445 -13.9210 -0.202
O 9.9628 22.9857 -15.0726 -0.227
N 10.2500 22.0179 -7.2257 0.171
N 3.4700 22.9085 -14.3550 0.168
N 12.0101 19.3163 -13.4349 0.179
N 2.1221 23.1674 -16.2038 0.157
N 7.7086 17.7217 -7.7676 0.186
N 10.8826 20.2215 -5.9469 0.173
N 7.1358 20.7092 -13.9137 -0.074
N 7.8049 19.9298 -12.0108 -0.011
N 2.6628 18.9086 -11.6824 0.163
N 6.1290 19.3698 -7.9357 0.147
N 7.0362 15.4354 -10.3309 0.180
N 2.7089 19.5580 -13.9051 0.152
N 6.9777 14.4840 -12.4046 0.154
N 14.1595 19.9681 -13.2988 0.157
N 8.7122 16.6388 -14.3392 0.188
N 8.1835 17.9036 -16.1897 0.171
C 8.8206 17.8388 -14.9828 -0.638
C 7.8418 23.7934 -20.2920 -0.204
C 6.6778 19.2187 -12.3806 0.007
C 3.3875 23.0052 -15.7061 -0.683
C 6.2322 19.7563 -13.5226 -0.024
C 2.3467 19.8644 -12.6229 -0.677
C 12.3310 22.8163 -12.7074 -0.137
C 10.2751 20.6563 -7.0860 -0.647
C 8.3537 23.1534 -19.0044 -0.183
C 7.0510 25.1209 -18.5622 -0.177
C 7.1175 21.3959 -15.1900 -0.004
C 7.5831 23.8204 -17.9004 -0.168
C 13.1527 19.5569 -14.1578 -0.678
C 13.7440 20.8651 -8.5514 -0.145
C 6.4910 15.4533 -11.5690 -0.675
C 9.2299 18.3118 -10.6431 -0.060
C 6.4336 18.0325 -8.0830 -0.665
C 8.0364 20.8471 -12.9463 -0.028
C 13.1504 21.4787 -9.8476 -0.194
C 8.6324 19.6816 -10.8058 -0.145
C 13.7859 19.3807 -8.8834 -0.138
C 12.5617 19.2016 -9.7865 -0.175
C 12.7721 23.0402 -14.1249 -0.189
H 12.3342 21.8081 -12.3124 0.077
H 7.8908 20.9967 -15.8436 0.088
H 2.6833 22.9968 -13.7341 0.092
H 12.5794 22.1755 -14.7706 0.126
H 3.1180 18.0626 -11.9829 0.088
H 14.7417 19.1113 -9.3347 0.117
H 4.3892 22.8768 -13.9557 0.101
H 6.1525 21.3137 -15.6856 0.081
H 8.4216 18.4176 -7.6217 0.051
H 6.6889 14.4584 -13.3606 0.085
H 8.5297 17.5046 -10.4530 0.055
H 11.1658 19.0097 -13.8950 0.054
H 6.7521 20.0413 -7.5233 0.083
H 8.2590 15.8580 -14.7699 0.091
H 10.7746 22.5566 -6.5609 0.099
H 8.1466 23.9989 -16.9836 0.092
H 12.1087 19.3533 -12.4367 0.053
H 10.7488 19.2600 -5.6916 0.119
H 5.3306 19.7687 -8.3924 0.090
H 6.5266 15.9190 -9.6026 0.061
H 8.4242 22.0657 -18.9365 0.107
H 2.5273 20.2299 -14.6280 0.088
H 7.8900 14.9238 -10.1203 0.062
H 6.9559 23.2277 -20.6250 0.118
H 3.0309 18.6366 -14.1367 0.094
H 11.4986 20.8140 -5.4217 0.099
H 6.3117 18.4210 -11.7468 0.116
H 13.1470 21.1251 -7.6773 0.087
H 13.6127 18.6331 -8.1053 0.120
H 13.8311 23.2270 -14.2965 0.143
H 6.7986 23.1324 -17.5662 0.083
H 2.8299 19.2654 -10.7599 0.100
H 11.6932 19.0270 -9.1483 0.093
H 9.4168 23.4330 -18.9387 0.114
H 5.9590 25.1098 -18.5608 0.115
H 7.9139 19.8698 -10.0029 0.105
H 7.4463 25.9808 -18.0268 0.117
H 14.7385 21.2953 -8.4414 0.111
H 12.5502 22.3605 -9.6399 0.117
H 8.5227 23.8379 -21.1364 0.118
H 9.8550 18.0199 -11.4925 0.075
H 14.0158 21.6153 -10.5049 0.115
H 8.0022 16.7665 -7.8907 0.087
H 1.4025 23.4361 -15.5588 0.097
H 9.7633 22.4351 -7.9948 0.107
H 9.9091 18.4436 -9.8066 0.041
H 7.2991 22.4591 -15.0525 0.090
H 5.4311 19.4471 -14.1681 0.118
H 9.3467 20.5023 -10.7445 0.118
H 8.3263 18.7497 -16.7093 0.098
H 1.9911 23.1232 -17.1951 0.104
H 7.6689 17.1428 -16.5899 0.099
H 9.2995 16.5870 -13.5248 0.106
H 13.7575 20.3112 -12.4413 0.049
H 14.9230 20.4297 -13.7638 0.104
H 7.6040 13.8120 -11.9978 0.100
H 8.9399 21.4325 -13.0243 0.150
H 12.6033 18.4027 -10.5269 0.128
H 12.7997 23.4609 -11.9624 0.129

***

101
Properties=species:S:1:pos:R:3:lowdin_charge:R:1 method="wB97M-V/def2-TZVPD" homo_lumo_gap_ev=9.60 spin_multiplicity=1 smiles="C[N+](=O)[O-].C[N+](=O)[O-].C[N+](=O)[O-].COCCOC.COCCOC.COCCOC.COCCOC.COCCOC" de_lowest_ev=2.606 charge=0 largest_force_ev_per_a=3.27 homo_ev=-9.5 lumo_ev=0.0696
O -4.9745 3.6168 -1.4672 0.058
O 1.1642 7.8281 -5.3816 -0.159
O 0.1878 2.5849 -0.5508 0.071
O 1.3523 -3.5444 -6.6534 -0.167
O 2.2978 -4.7157 3.3308 -0.193
O 4.7690 4.0938 5.6738 -0.170
O 4.4805 7.0701 5.8778 -0.167
O 0.4068 0.4536 -0.4940 0.039
O -6.5270 3.3351 -3.0934 0.039
O -0.5385 0.9069 6.7497 0.053
O -1.5806 -4.6790 -6.5970 -0.199
O -7.5966 -7.4053 1.3580 -0.192
O -1.3446 5.9688 -7.3043 -0.218
O 4.9078 -3.5788 2.5414 -0.185
O -6.5412 -4.7957 0.7325 -0.187
O -1.5347 2.7604 6.9219 0.073
N 0.6410 1.5819 -0.0435 -0.435
N -0.7609 1.9461 7.3550 -0.467
N -5.4180 3.6667 -2.6343 -0.406
C -5.9059 -5.9611 0.2527 -0.232
C 3.3115 6.7804 5.0854 -0.078
C 1.5315 7.7247 -4.0172 -0.110
C 2.7273 -3.9550 -6.4468 -0.117
C 0.5172 -3.9704 -5.5732 -0.185
C 1.7056 1.6336 0.9798 0.028
C -1.5627 5.3712 -8.5398 -0.115
C -6.9711 -7.0281 0.1573 -0.217
C 5.6129 2.9979 5.3560 -0.128
C 4.1824 -4.3913 1.6868 -0.213
C -0.9484 -3.6096 -5.9540 -0.230
C 5.3983 -4.1406 3.7849 -0.083
C 0.0179 7.1041 -5.7012 -0.226
C -6.8439 -8.1697 2.3117 -0.085
C -5.5723 -3.7194 1.0554 -0.061
C -0.0789 6.5510 -7.0988 -0.201
C -4.6253 4.2004 -3.7693 0.017
C -3.0726 -4.6740 -6.4615 -0.046
C 5.3018 4.8687 6.7515 -0.188
C 1.5324 -5.5810 4.1202 -0.124
C 4.5744 6.2074 6.9569 -0.252
C -0.0099 2.2551 8.5617 0.031
C 3.2090 -5.3464 2.4117 -0.184
H 1.0324 1.9859 8.3909 0.104
H -5.2123 -6.2655 1.0365 0.108
H -1.4890 6.2072 -9.2353 0.094
H -0.1275 7.3003 -7.8889 0.122
H -3.7974 3.5699 -4.0937 0.099
H 1.7671 2.5647 1.5432 0.094
H -5.3854 -5.7872 -0.6891 0.126
H -4.2379 5.0957 -3.2830 0.097
H 3.2991 -3.5151 -7.2638 0.080
H 0.8171 -3.4346 -4.6726 0.114
H 6.3430 5.1370 6.5724 0.121
H 4.8841 -4.7647 0.9410 0.124
H 0.7230 5.8652 -7.3723 0.129
H 1.4930 0.8848 1.7427 0.098
H -0.7795 7.8350 -5.5667 0.129
H -0.0806 3.3203 8.7820 0.099
H 4.6407 -4.2385 4.5625 0.080
H -5.1517 4.4039 -4.7018 0.096
H 3.0171 5.7310 5.0915 0.082
H -7.2267 -7.8732 3.2883 0.090
H -3.4351 -5.6189 -6.8662 0.077
H -0.2645 6.3431 -4.9738 0.123
H -2.5179 4.8882 -8.3339 0.093
H 0.6188 -5.0082 -5.2557 0.122
H -4.8153 -3.5605 0.2874 0.077
H 2.0668 -6.4518 4.4998 0.084
H 2.8614 -5.0342 -6.5202 0.079
H 5.2949 4.3458 7.7079 0.122
H 3.5970 -3.6881 1.0944 0.121
H -6.9493 -9.2233 2.0527 0.084
H 3.4569 7.1464 4.0691 0.086
H -0.9288 4.5101 -8.7512 0.087
H 5.0100 6.7357 7.8049 0.124
H 3.4007 -3.7339 -5.6187 0.078
H 3.5999 6.0890 7.4307 0.116
H -7.8152 -6.6158 -0.3954 0.130
H 2.6806 1.4280 0.5380 0.104
H 2.5580 7.4433 5.5109 0.085
H -3.5779 -3.9009 -7.0404 0.083
H 5.4082 2.3881 4.4761 0.083
H -6.0978 -2.7735 1.1868 0.084
H 1.0546 -5.0108 4.9169 0.091
H 1.1361 8.4539 -3.3101 0.087
H 5.8845 -5.1024 3.6217 0.086
H -6.6290 -7.9481 -0.3168 0.123
H -5.0339 -4.0005 1.9605 0.080
H 5.6634 2.2380 6.1358 0.080
H -5.7766 -7.9484 2.3125 0.072
H 2.5760 -5.7848 1.6401 0.122
H 3.7591 -6.1081 2.9643 0.110
H 6.1124 -3.4712 4.2645 0.082
H 2.6177 7.7943 -3.9575 0.083
H -3.2159 -4.7304 -5.3825 0.082
H -0.5017 1.7344 9.3833 0.107
H -1.0602 -2.7133 -6.5641 0.122
H 6.6783 3.1791 5.2142 0.082
H -1.5093 -3.2586 -5.0878 0.108
H 0.7304 -6.0078 3.5178 0.081
H 1.4127 6.7122 -3.6313 0.083

***

94
Properties=species:S:1:pos:R:3:lowdin_charge:R:1 method="wB97M-V/def2-TZVPD" homo_lumo_gap_ev=5.94 spin_multiplicity=1 charge=-1 largest_force_ev_per_a=1.03 homo_ev=-3.4 lumo_ev=2.4873
P -2.7065 0.1897 -0.3460 0.242
O -6.6436 -0.5886 6.1559 -0.193
O 3.6839 6.5075 0.5840 -0.192
O 2.5755 3.8711 -0.0782 -0.202
O -0.1383 -3.6359 -6.1131 -0.204
O 3.4107 0.6623 6.0954 -0.189
O 3.1960 2.6710 3.9498 -0.204
O -0.8520 -3.6714 -8.9674 -0.193
O 1.7749 -3.8757 -1.3863 -0.191
O 3.2140 -2.8512 -3.7495 -0.191
O -5.0284 0.6367 4.0138 -0.194
N -5.3329 0.4289 -1.3090 -0.114
C 2.3981 1.6562 6.0034 -0.204
C -6.4401 0.5622 4.0219 -0.216
C 0.7877 -3.5398 -7.1818 -0.209
C 3.6949 -4.1551 -3.9925 -0.124
C 1.7970 -2.8088 -3.5646 -0.193
C 4.1696 5.9529 1.7938 -0.109
C 2.9480 -3.7200 -0.6153 -0.124
C 3.9254 1.8138 3.0864 -0.106
C 4.6783 1.1905 6.4307 -0.120
C 2.0939 2.0190 4.5671 -0.202
C 2.8743 4.8779 -1.0250 -0.210
C -2.1553 -3.2330 -8.6235 -0.111
C 1.4321 4.1618 0.7141 -0.099
C -0.8060 0.4937 -0.5813 -0.337
C 0.3676 0.7841 -0.5737 -0.061
C 4.0279 5.7397 -0.5603 -0.209
C -5.5586 -0.3908 7.0407 -0.120
C -4.6168 -0.0160 -0.0975 -0.516
C -4.4015 -0.6143 3.7668 -0.103
C -0.6877 -4.9321 -5.9618 -0.107
C 1.4224 -2.6945 -2.1059 -0.185
C -6.9914 0.5837 5.4313 -0.209
C 0.1721 -2.8730 -8.3915 -0.204
H 3.3959 -4.4978 -4.9915 0.079
H -3.3345 -0.4917 3.9397 0.089
H 1.4265 -1.9265 -4.0924 0.129
H 1.2511 2.7168 4.5517 0.127
H -5.8630 0.2335 7.8894 0.084
H 5.4114 0.3947 6.3051 0.087
H 1.3281 -3.6875 -4.0118 0.108
H -5.2553 -1.3675 7.4152 0.086
H 1.3332 1.1584 -0.4596 -0.040
H -4.8630 0.6013 0.7704 0.035
H 2.7603 -3.0618 0.2399 0.089
H 3.3313 -4.8645 -3.2441 0.083
H 5.2591 6.0613 1.8555 0.086
H -6.3168 0.4859 -1.0903 0.024
H -2.8331 -0.0627 -1.7727 -0.045
H 4.9024 5.1151 -0.3548 0.123
H 0.9468 -2.7358 -9.1531 0.123
H -2.8580 -3.9959 -8.9554 0.086
H -8.0852 0.6236 5.3858 0.121
H 1.4944 1.2442 6.4626 0.125
H -6.6412 1.4771 5.9569 0.122
H 1.8038 1.1301 4.0014 0.132
H 4.7835 -4.1223 -3.9458 0.084
H 4.1932 0.8771 3.5815 0.084
H -2.2634 -3.0988 -7.5450 0.086
H 3.3408 1.5961 2.1870 0.087
H -4.7828 -1.3911 4.4367 0.080
H -6.8162 1.4399 3.4851 0.125
H -6.7851 -0.3298 3.4912 0.127
H 4.9506 2.0262 5.7811 0.082
H -5.0184 1.3591 -1.5512 0.023
H 3.2341 -4.7044 -0.2440 0.083
H 1.6267 -2.9283 -6.8312 0.125
H -0.2149 -1.8870 -8.1205 0.128
H -2.9560 1.6338 -0.5341 -0.043
H 3.7714 -3.3134 -1.2095 0.081
H -4.7081 0.0729 6.5356 0.084
H 1.9948 5.4954 -1.2277 0.127
H 1.3946 3.4317 1.5203 0.080
H 0.5211 4.0680 0.1162 0.094
H -1.5018 -4.8625 -5.2426 0.094
H 4.8383 2.3312 2.7933 0.086
H 1.4879 5.1637 1.1484 0.084
H 1.8854 -1.8134 -1.6565 0.116
H -2.5348 0.4533 1.0938 -0.053
H -4.5509 -0.9151 2.7264 0.074
H 0.3394 -2.5750 -2.0275 0.132
H 4.6935 1.5218 7.4756 0.085
H 3.1594 4.3780 -1.9570 0.126
H 0.0671 -5.6253 -5.5726 0.087
H -4.8742 -1.0543 0.0798 0.041
H 1.1766 -4.5275 -7.4480 0.126
H -2.3903 -2.2919 -9.1320 0.087
H 2.6868 2.5497 6.5652 0.123
H -2.4572 -1.2397 -0.0923 -0.062
H -1.0802 -5.3165 -6.9068 0.082
H 3.7152 6.5042 2.6152 0.089
H 4.2930 6.4429 -1.3573 0.121
H 3.9013 4.8984 1.8906 0.073

***

102
Properties=species:S:1:pos:R:3:lowdin_charge:R:1 method="wB97M-V/def2-TZVPD" homo_lumo_gap_ev="3.85 / 2.95" spin_multiplicity=3 de_lowest_ev=4.831 charge=+3 largest_force_ev_per_a=3.31 s_squared=2.012 homo_ev="-14.3 / -14.3" lumo_ev="-10.4616 / -11.3587"
Ag 3.5046 -1.7250 0.3335 0.860
Ag 5.5269 0.5300 3.8050 0.915
O 0.4765 1.0701 8.4885 -0.180
O 3.3458 -4.8949 -0.7567 -0.221
O 6.2274 5.3652 1.0908 -0.086
O -5.8604 2.6127 2.3224 -0.065
O -2.2258 -2.6998 3.0033 -0.117
O 1.7609 3.1038 -4.9723 -0.139
O 2.5118 0.7980 2.0474 -0.119
O -4.8107 -2.3800 -4.7059 -0.176
N 3.7856 -0.1021 6.9075 0.027
N -1.8533 -1.6222 -2.7318 0.017
N 1.1195 -3.8022 0.2760 0.043
N 0.0333 4.0733 -8.0094 0.282
C 0.2589 3.3838 -6.7589 -0.316
C 4.8984 5.9190 -0.8671 -0.064
C 1.6383 -1.2421 6.7099 -0.045
C 4.2618 -5.1124 -1.8303 -0.114
C -0.1974 1.6840 7.3372 -0.081
C -4.5125 2.5935 2.7042 -0.344
C -0.1861 -5.7779 -0.0480 -0.035
C -5.0543 -1.2730 -5.5244 -0.110
C -4.3942 -2.9109 2.1686 -0.088
C 2.3343 0.1253 7.0277 -0.442
C 1.1771 1.2549 1.7740 -0.144
C 0.3660 1.8307 -6.9972 -0.001
C 4.9029 5.6435 0.6939 -0.307
C -4.0536 -2.0804 -3.5612 -0.211
C 1.2238 -5.1920 0.1078 -0.461
C 1.8968 0.7409 8.3707 -0.162
C -4.1155 4.0683 2.9359 -0.083
C -3.5335 -3.1671 3.3911 -0.297
C 0.7402 3.2835 -3.9141 -0.025
C -2.0359 -2.9341 -4.6865 -0.066
C -2.6035 -1.7284 -3.9891 -0.439
C 1.5962 3.9567 -6.1528 -0.089
C 2.0923 -5.4889 -1.0746 -0.208
H 0.8031 0.7674 0.8736 0.085
H 1.7515 -5.0867 -2.0286 0.133
H -0.9543 -2.8977 -4.8168 0.072
H 4.2385 4.8374 1.0052 0.084
H 1.9560 -2.1770 7.1717 0.082
H 0.3076 4.2827 -3.9643 0.103
H 5.2576 -5.1286 -1.3872 0.090
H 2.1427 0.8650 6.2504 0.112
H -5.3209 -3.4786 2.2527 0.081
H -4.9172 4.6257 3.4204 0.079
H -2.3295 -1.7560 3.1449 0.059
H -2.5232 -0.8127 -4.5749 0.118
H 0.7685 4.1217 -8.7002 0.154
H 1.0243 2.3341 1.7816 0.091
H -3.9800 -3.2318 1.2128 0.071
H 0.4143 2.5442 7.0653 0.082
H -0.1914 5.0433 -7.8401 0.147
H -1.1435 2.1584 7.5978 0.090
H 5.4966 6.7575 -1.2238 0.076
H 3.8809 6.1756 -1.1620 0.056
H 2.4152 3.7232 -6.8331 0.143
H 4.1683 -4.3855 -2.6371 0.084
H -4.4309 -1.4743 -2.7376 0.123
H -5.4679 -1.7678 -6.4031 0.103
H 3.9142 -0.7793 7.6457 0.079
H -4.5398 -1.8344 2.0792 0.068
H -0.0498 2.5425 -4.0365 0.083
H -0.4517 1.0361 6.4984 0.072
H -0.3292 1.5132 -7.7744 0.094
H -5.6285 -0.4723 -5.0583 0.100
H -4.0852 -3.0571 -3.0784 0.126
H 4.1793 0.7643 7.2459 0.059
H -0.6412 3.6688 -6.2142 0.154
H -3.4323 -4.2411 3.5470 0.108
H -4.1861 1.9608 3.5296 0.098
H 0.6051 -3.4960 -0.5375 0.076
H -4.1281 -0.9016 -5.9631 0.068
H 0.2693 0.9229 2.2779 0.109
H -3.8298 4.5544 2.0031 0.068
H 0.5738 -1.1571 6.9285 0.075
H -0.3424 -6.8036 -0.3822 0.094
H 6.1077 5.1878 2.0267 0.072
H -0.8294 -5.5430 0.8000 0.085
H 1.6222 5.0433 -6.0703 0.142
H 2.3107 0.1962 9.2193 0.135
H -3.9496 2.1633 1.8758 0.095
H -6.4007 2.6694 3.1138 0.094
H -2.4883 -3.1301 -5.6586 0.088
H -3.2603 4.0466 3.6114 0.058
H 0.0242 1.2958 -6.1111 0.076
H 2.1861 -6.5555 -1.2789 0.142
H 0.4108 -3.6306 0.9749 0.081
H 1.6579 -5.6680 0.9870 0.153
H 1.8506 -1.5236 5.6785 0.059
H 2.3593 1.7247 8.4494 0.117
H -2.3064 -3.8402 -4.1445 0.090
H 1.3382 1.3774 -7.1906 0.099
H 5.1506 5.0741 -1.5078 0.060
H 4.3030 -6.0676 -2.3536 0.096
H 1.1811 3.0390 -2.9477 0.094
H -0.8781 -1.7188 -2.9759 0.043
H -3.8822 -2.8275 4.3664 0.116
H -0.7045 -5.2774 -0.8658 0.078
H 4.5819 6.4582 1.3431 0.109
H -1.8916 -0.6575 -2.4350 0.057

***

Question: The lowest charge belongs to which entry?
Answer: C23H59NO10P

***

Question: The highest charge belongs to which entry?
Answer: C23H65Ag2N4O8

***

Question: What is the charge in the fourth record?
Answer: +3

***

Question: Which value of charge does entry 3 give?
Answer: -1